No. 1
Density functional theory data (wB97M-V/def2-TZVPD) for a 7-piece molecular cluster, C6H27NO6 overall at a distorted geometry.

Geometry as XYZ:
```
40
Properties=species:S:1:pos:R:3:forces:R:3:nbo_charge:R:1
H -0.40227 -1.17169 2.75281 0.17 -0.37 -0.45 0.4794
H 4.18927 -1.02979 -0.07292 -0.48 -0.20 0.49 0.4834
H -2.69008 0.36230 2.47321 -0.26 0.36 0.43 0.4841
H -1.74235 -3.51022 -0.27440 -0.63 0.34 -0.14 0.2163
O -3.62590 1.40341 -1.27736 0.31 0.40 0.15 -0.9462
C 0.31143 1.74340 -0.15378 0.03 -1.27 0.88 -0.2379
H 0.11827 -0.08065 1.67320 -1.06 -0.57 -0.02 0.5144
C -0.03104 -0.55217 -0.98870 -1.27 -0.21 0.31 -0.2156
H 0.03266 2.66022 1.81839 -0.31 -0.34 -0.30 0.2058
H 1.14631 1.44262 -0.77786 -0.09 0.69 -0.28 0.2238
O 2.63281 -0.19212 2.39803 0.25 -0.38 -1.21 -1.0049
O -2.88826 0.39871 1.53637 0.30 -0.61 -0.19 -0.9770
H -0.27264 -2.99876 0.22250 0.08 0.64 0.66 0.2078
H 3.04102 -0.00687 0.43519 0.11 -0.76 0.77 0.5066
H -0.32192 2.50518 -0.60541 0.20 -0.02 -0.37 0.1878
H 2.63935 1.50295 -3.28702 0.45 0.22 -0.08 0.4754
H -1.92612 -3.04674 -2.54767 -0.10 0.20 -0.29 0.2137
H -1.41439 0.70431 -0.25283 -0.25 -0.02 -0.06 0.3762
O 3.77060 -0.17620 -0.16263 0.50 1.06 -1.25 -0.9939
H 1.79124 -0.04999 2.84524 0.14 -0.16 0.82 0.5123
H -2.10551 -0.08885 1.21653 -0.25 0.39 -0.09 0.4879
H 0.14638 -0.13975 -1.98372 0.05 0.28 0.09 0.1994
H -1.81342 -2.23839 0.92378 0.33 0.12 0.27 0.2050
H -3.55761 1.10328 -0.36655 -0.24 -0.44 0.42 0.4855
H -0.69583 -1.90204 -3.29811 -0.76 0.57 -0.13 0.2167
C -1.06730 -2.39735 -2.40523 1.95 -0.78 0.90 -0.6016
H 3.11854 1.16749 -1.81641 0.44 -0.14 -0.18 0.4987
H 0.89863 -1.00031 -0.64987 0.19 -0.16 0.05 0.1905
H 1.46132 3.12466 1.08185 0.45 -0.36 -0.28 0.2134
C -1.17129 -1.57803 -1.10638 -0.35 0.01 -1.04 -0.2382
H -2.09114 -0.99067 -1.21577 -0.06 -0.01 0.32 0.2015
N -0.47332 0.45867 0.00934 1.11 0.67 -1.11 -0.6849
H -3.45131 2.34481 -1.15476 -0.09 0.02 -0.37 0.4641
O -0.11888 -0.27036 2.61161 0.47 0.63 0.91 -1.0162
O 2.39793 1.11565 -2.44959 -0.63 -0.24 0.02 -0.9674
H 3.44219 -0.11542 2.90007 -0.36 0.21 0.60 0.4898
C 0.82393 2.24115 1.17766 -0.63 1.12 1.08 -0.6349
H -0.19323 -3.05058 -2.20708 -0.40 -0.31 -0.13 0.1905
H 1.28065 1.48711 1.81851 0.35 0.31 -0.59 0.2117
C -1.27076 -2.57479 0.04655 0.34 -0.87 -0.61 -0.6231
```
Forces are in eV/Å.

* energy above the lowest of the compared OMol25 structures with the same formula, charge and spin: 0.439 eV
* calculated total energy: -750.9645 a.u.
* net charge: 0
* SMILES: CCNCC(C)C.O.O.O.O.O.O
* HOMO level: -9.43 eV
* multiplicity: 1

=====

No. 2
Density functional theory data (wB97M-V/def2-TZVPD) for one molecule with the formula C7H13N3O2 at a distorted geometry.

Geometry as XYZ:
```
25
Properties=species:S:1:pos:R:3:forces:R:3:nbo_charge:R:1
H 1.70608 0.76807 -1.17006 0.69 -0.49 -0.45 0.2653
N -0.76814 0.00960 -2.42157 0.15 0.11 -0.87 -0.3544
C 1.94594 0.35221 -2.17732 0.06 0.64 0.48 -0.7657
H 0.14403 -2.10605 0.68016 0.11 0.41 1.01 0.1831
C -1.26960 0.65115 -1.24648 3.90 -3.20 -0.34 0.2517
N 0.33623 -0.53935 2.22851 -2.49 -0.33 1.46 -0.6097
C 0.21586 -1.96306 1.80476 2.01 0.99 -1.64 -0.4170
C -0.88357 0.34614 2.27008 2.21 -1.00 0.13 -0.0575
H -1.61038 0.22544 3.03253 -0.39 -1.02 0.63 0.2062
C 1.43081 -1.06734 -2.24048 -0.77 1.51 -0.86 0.8030
H -2.01017 1.33499 -1.48770 -1.86 1.13 -0.16 0.1703
C -1.35245 0.89325 0.98911 1.67 1.22 0.80 -0.1042
H -1.21355 2.51575 2.55962 -1.16 0.92 0.82 0.2170
H 0.97834 -0.13174 1.61065 0.92 0.87 -0.83 0.3572
O 0.06228 -1.15498 -2.36391 -1.84 0.56 0.72 -0.3775
C -0.66553 1.80445 2.03798 3.69 -0.54 -2.03 -0.4285
O 1.95786 -2.12226 -2.30479 1.25 -0.40 0.34 -0.5349
H 2.98206 0.51397 -2.52120 -0.39 -0.56 0.66 0.2447
H -0.63096 -2.45961 2.17316 -1.02 -0.56 1.10 0.1938
H 1.18906 -2.43807 2.12151 -1.25 0.14 -0.17 0.2000
H -1.31242 -0.12571 -3.29916 0.31 0.51 1.52 0.3972
H -2.34918 1.04291 0.80376 -2.53 0.48 0.06 0.1821
H 0.43888 2.19020 1.84698 -2.41 -1.07 0.16 0.2127
H 1.33585 1.01432 -2.78846 -0.18 -0.33 -0.35 0.2475
N -0.65733 0.44571 -0.13768 -0.70 0.01 -2.18 -0.4823
```
Forces are in eV/Å.

* energy above the lowest of the compared OMol25 structures with the same formula, charge and spin: 4.592 eV
* calculated total energy: -589.1248 a.u.
* net charge: 0
* SMILES: CN[C@H]1C[C@H]1/N=C/NOC(C)=O
* HOMO level: -8.26 eV
* multiplicity: 1

=====

No. 3
Density functional theory data (wB97M-V/def2-TZVPD) for one molecule with the formula C21H25FN2O4S at a distorted geometry.

Geometry as XYZ:
```
54
Properties=species:S:1:pos:R:3:forces:R:3:nbo_charge:R:1
H 0.10568 -1.01084 2.73601 0.01 0.07 0.06 0.2127
S 1.35462 0.76945 -0.58695 -0.30 0.18 -0.50 2.3287
C 2.28049 1.08407 -4.48142 -0.04 -0.02 0.16 -0.2163
H -0.51205 -1.82161 4.18930 -0.02 0.09 0.03 0.2231
H 0.78368 -2.69919 0.69739 -0.04 -0.16 0.05 0.1771
H 1.30137 -1.72189 -2.03269 -0.04 -0.13 0.04 0.2426
N -0.06213 1.62250 -0.73443 0.89 -0.52 -0.07 -0.6873
C 0.64619 -3.09364 2.81913 -0.15 -0.01 -0.17 -0.4272
C -0.68236 2.48104 1.49251 -0.11 0.24 0.10 0.0142
H -1.81260 1.56830 -1.84592 0.06 -0.14 0.11 0.2278
C 2.03741 1.37568 -3.15250 0.07 0.13 -0.08 -0.1808
C -2.17026 0.35256 -0.12211 0.47 -0.05 -0.16 0.6703
C 1.68409 0.35524 -2.28976 -0.11 -0.07 0.54 -0.2731
H -2.72868 3.06099 1.22580 -0.09 0.02 -0.10 0.2255
C -1.99563 2.65914 1.90809 0.26 0.05 0.03 -0.1947
C 1.81462 -1.23175 -4.06702 0.03 0.13 -0.03 -0.2073
H -2.57823 -0.45361 2.61033 -0.06 -0.11 -0.03 0.2016
H 0.47330 -4.42077 1.06547 0.04 0.07 0.01 0.1850
C -1.56384 -2.33614 2.34186 -0.30 0.36 0.28 0.0929
H 3.53047 -0.60853 -6.54453 0.06 -0.02 -0.08 0.2286
H -0.59181 -0.65932 0.67983 -0.24 0.11 -0.07 0.4339
C -0.30520 -1.94164 3.12824 -0.04 -0.24 -0.19 -0.4393
C 2.45416 -0.52947 -6.39100 0.06 0.00 -0.01 -0.6326
H -3.39998 2.43571 3.52259 -0.10 -0.01 0.06 0.2345
N -1.58187 -0.45373 0.76616 0.14 -0.35 0.24 -0.6440
C 1.57154 -0.94760 -2.73394 0.00 -0.09 0.18 -0.2071
C -1.43444 1.78303 4.04798 -0.01 0.06 -0.13 0.3887
C -0.25860 2.80559 0.08295 0.31 0.22 0.33 -0.2599
F -1.80521 1.42643 5.29802 0.03 0.03 -0.11 -0.3277
C 0.26508 -3.39323 1.37181 0.37 -0.14 0.00 -0.0717
C 2.16975 -0.22174 -4.95460 -0.06 -0.06 0.10 0.0170
O 1.16360 -0.45922 0.15030 0.10 -0.02 -0.34 -0.9737
H 2.08338 0.26275 -7.03705 -0.02 0.02 -0.09 0.2226
O -3.35395 0.62950 -0.12200 -0.38 0.13 -0.11 -0.6363
H -0.85958 0.06832 -1.80619 -0.22 0.00 -0.10 0.2300
H 2.55935 1.87392 -5.16299 0.02 0.10 -0.06 0.2179
H 1.27193 1.82122 2.05301 0.13 -0.01 0.06 0.2353
H 1.72723 -2.24815 -4.42096 -0.02 -0.10 -0.04 0.2178
H -3.28135 -1.47248 1.34111 0.06 0.04 0.12 0.2199
O 2.35486 1.67374 -0.10454 0.03 0.26 -0.10 -0.9382
H 0.59532 1.19787 4.36470 0.06 -0.05 0.09 0.2309
C 0.25178 1.95565 2.37914 -0.16 0.12 0.05 -0.2235
C -2.38195 2.30959 3.19032 0.05 -0.08 0.27 -0.2841
H 1.69327 -2.82103 2.92066 0.08 -0.03 0.04 0.2183
H 0.70527 3.31925 0.09314 -0.21 0.18 0.01 0.2408
C -2.33993 -1.13901 1.78830 -0.20 -0.28 0.00 -0.2322
H -2.25061 -2.90977 2.98354 0.10 0.15 -0.07 0.1794
C -1.22223 0.90501 -1.20335 -0.39 -0.16 -0.23 -0.3190
H -1.00417 3.43422 -0.41162 0.08 -0.06 -0.03 0.2139
H 2.12421 2.37854 -2.76650 0.03 0.19 -0.05 0.2334
H 1.99982 -1.47133 -6.68638 -0.02 -0.05 -0.07 0.2206
O -1.13822 -3.19438 1.29016 -0.14 0.05 -0.08 -0.5360
H 0.43002 -3.95248 3.45639 0.04 -0.03 0.01 0.2019
C -0.11761 1.60325 3.66423 -0.13 0.01 0.12 -0.2746
```
Forces are in eV/Å.

* energy above the lowest of the compared OMol25 structures with the same formula, charge and spin: 0.042 eV
* calculated total energy: -1723.7626 a.u.
* net charge: 0
* SMILES: Cc1ccc(S(=O)(=O)N(CC(=O)NC[C@@H]2CCCO2)Cc2ccc(F)cc2)cc1
* HOMO level: -8.95 eV
* multiplicity: 1

=====

No. 4
Density functional theory data (wB97M-V/def2-TZVPD) for C31H56N3O3P2Sr as an isolated structure at a distorted geometry.

Geometry as XYZ:
```
96
Properties=species:S:1:pos:R:3:forces:R:3:lowdin_charge:R:1
N 0.99443 -0.43149 -0.85995 0.91 -1.30 -4.20 0.0219
C -1.73118 4.18383 2.52732 -0.26 0.21 -0.04 -0.0987
H 4.02933 -0.42547 4.09809 -0.06 0.08 0.05 0.1509
C -3.43355 2.94620 1.16226 0.14 0.09 -0.03 -0.0787
N -1.72450 0.28563 -0.77436 0.33 -0.38 0.05 -0.0148
H -2.49676 4.77303 3.04978 0.19 -0.10 0.08 0.0949
H 0.13230 -2.50814 -2.80390 -0.31 -0.30 -0.08 0.0325
H -2.50279 3.43758 -1.56387 0.32 -0.36 0.02 0.0732
H 2.36776 -4.64112 -2.27840 0.06 0.09 0.12 0.0918
H 3.73264 -1.95711 -2.42506 0.03 0.22 -0.08 0.0738
H 3.26859 0.04647 6.40773 0.03 0.02 -0.11 0.1761
C -0.47807 -3.74877 1.73120 -0.02 -0.11 -1.17 -0.6957
C -2.14409 -1.01799 -0.99157 0.64 -0.80 0.48 -0.3517
H -1.58063 3.24695 3.08296 0.01 0.29 -0.16 0.0377
C -1.71011 2.68903 -1.39864 -0.01 -0.42 -0.45 -0.2806
H 3.88635 -0.25786 -1.93231 -0.07 -0.13 -0.13 0.0957
C 3.25811 0.31463 4.31689 0.21 0.08 -0.12 -0.0368
H -1.22675 -3.62170 -2.64074 0.28 -0.01 0.05 0.0839
C 0.04054 -5.50573 -1.11009 0.11 -0.28 -0.35 -0.0995
H 0.24843 -4.14108 -3.48782 0.01 -0.03 0.07 0.0934
H 1.57274 -3.71211 2.47847 -0.12 -0.09 -0.08 0.0667
Sr 0.04494 0.25348 1.29613 -0.73 -0.59 -0.77 1.2228
C -4.02431 -0.17636 -2.31009 0.38 -0.91 0.58 -0.0794
C 2.02687 -4.00972 -1.44446 0.03 -0.20 -0.17 -0.1110
H -3.83014 2.71018 0.16436 0.11 -0.02 0.35 0.0819
C -2.66879 5.20836 0.40956 -0.28 0.29 0.34 -0.0899
H 0.97859 1.04398 -3.84082 0.14 0.02 0.04 0.0978
H -0.14464 -1.99712 3.04403 -0.08 -0.17 -0.13 0.0285
H 1.18887 -5.19902 1.59253 -0.15 0.17 0.15 0.0624
C 1.82381 -1.56513 -4.36564 -0.03 -0.25 -0.29 -0.0595
H -3.17935 2.00835 1.68173 -0.15 0.29 -0.36 0.0368
C 0.50044 -4.06870 -1.34820 -0.13 0.07 1.00 -0.6483
H 2.25623 -0.98659 5.59990 -0.14 0.36 -0.11 0.1788
H -1.82830 -2.14464 2.42635 0.15 -0.16 -0.08 0.0713
H -2.14367 -3.06756 -0.67421 0.14 0.36 -0.26 0.0497
H 2.51475 -1.32190 -5.18584 -0.20 -0.04 0.22 0.0985
H 0.34249 4.41494 -2.43818 0.19 -0.16 0.22 0.0899
C 2.02643 0.78816 -3.64928 -0.31 0.63 0.16 -0.0539
C 1.89611 3.51089 0.54715 -0.02 0.10 -0.13 -0.1231
C 0.53088 5.56153 0.01881 0.41 0.29 -0.11 -0.1024
H -2.88691 5.08516 -0.65867 0.07 0.00 0.29 0.0760
H 1.20671 2.88694 -2.08006 -0.12 0.31 0.09 0.0479
H 1.81577 0.59572 5.81309 0.09 -0.31 -0.29 0.1751
C -0.94011 -2.70243 2.76014 0.09 -0.07 -0.01 -0.1374
C -2.22875 3.91089 1.09929 0.71 0.13 -0.26 -0.6943
P -0.81967 3.02433 0.17204 -0.10 -0.32 -0.03 1.0763
H -1.39653 -5.55209 0.84527 -0.04 0.28 0.26 0.0500
H -4.96642 -0.32870 -2.82587 0.11 -0.07 -0.03 0.1045
P 0.03776 -2.82293 0.09156 -0.03 0.11 0.99 1.0074
H 0.48019 -5.95560 -0.21166 -0.16 0.12 -0.19 0.0663
H -1.93601 6.01343 0.52097 -0.21 -0.23 0.01 0.0616
H 0.80121 -1.39036 -4.72013 0.18 -0.19 0.05 0.1019
C 1.22883 -0.84029 -1.94293 1.68 3.10 1.98 -0.1097
H 2.79476 4.11846 0.36674 -0.15 -0.11 0.06 0.0908
H -0.79345 4.75370 2.54116 -0.22 -0.12 0.04 0.0653
H 2.51484 -4.36473 -0.52537 -0.15 0.10 -0.20 0.0808
C 0.73113 4.07576 -0.29335 -0.67 0.18 0.26 -0.6795
H -3.59913 5.54805 0.88925 0.16 0.01 -0.14 0.0918
H -1.05218 -5.59205 -1.06879 0.29 0.08 -0.01 0.0777
H -0.23798 6.01615 -0.62079 0.24 -0.18 0.22 0.0798
H -3.85235 1.94726 -2.78620 -0.12 -0.07 -0.03 0.0997
C -1.45340 -2.21057 -0.59276 -1.86 0.55 0.73 -0.3537
H 1.68563 3.53432 1.62605 -0.02 0.01 -0.22 0.0733
H -1.22054 -3.23267 3.68625 0.03 0.18 -0.21 0.0942
C 3.59443 -0.92321 -2.75404 0.37 -0.09 0.57 -0.0434
H 2.14460 2.47526 0.27038 -0.13 0.23 0.06 0.0573
H 2.04766 4.44407 -1.95641 -0.23 -0.14 0.06 0.0985
O -2.45694 0.62123 4.26756 1.58 0.63 -2.93 0.1105
C 2.15841 -0.65608 -3.19394 -0.53 -0.70 0.06 -0.5581
H -1.85415 -5.19902 2.50722 -0.12 0.05 -0.17 0.0848
N 2.61552 -0.02302 5.62300 0.27 -0.19 0.77 0.1783
H -1.01019 2.80556 -2.24431 -0.29 -0.20 0.37 0.0742
C -3.38697 -1.22312 -1.66994 -0.72 0.59 -0.52 -0.0549
H 0.52587 -4.94280 3.22252 0.13 -0.01 -0.12 0.0829
H 2.43329 1.47444 -2.89992 -0.12 -0.14 -0.07 0.0733
H 2.35855 -2.98222 -1.63202 -0.06 -0.33 0.17 0.0273
H -2.54569 -4.23723 1.18597 0.24 -0.03 0.05 0.0799
C 0.77926 -4.44447 2.27559 -0.18 0.00 0.12 -0.1100
H 0.28899 5.75073 1.07311 0.02 -0.05 -0.30 0.0680
H 1.96671 -2.62362 -4.11684 -0.15 0.28 -0.09 0.0764
C -1.63130 -4.73525 1.53258 -0.04 -0.34 0.48 -0.1022
C 2.15501 0.27145 3.28261 -1.35 0.09 -2.13 -0.6490
C -2.31595 1.27573 -1.45986 -0.63 0.16 -0.59 -0.3775
C -1.89570 0.79137 3.27866 -1.76 -0.86 3.32 -0.0033
O 2.39222 0.56801 2.06988 0.36 -0.34 2.35 -0.1346
C -3.44411 1.09279 -2.26361 0.84 0.66 0.53 -0.0818
H 1.47643 6.08606 -0.19453 -0.21 -0.05 0.08 0.0916
H 3.71289 1.30391 4.38235 -0.06 -0.10 0.00 0.1484
H -3.79432 -2.23358 -1.69110 0.05 0.29 -0.08 0.1053
H 0.36606 -6.11948 -1.96432 -0.01 0.07 0.12 0.0903
H -4.23522 3.44149 1.73373 0.22 -0.14 -0.12 0.0993
C -0.13425 -3.55709 -2.64180 0.12 0.00 -0.02 -0.1086
H 2.58331 0.95670 -4.57744 -0.03 -0.23 0.14 0.1005
H 4.28559 -0.75470 -3.58742 -0.27 0.05 0.01 0.1013
O 1.00831 -0.07681 3.72718 1.06 0.48 -0.07 -0.1557
C 1.08431 3.93729 -1.78187 0.10 -0.01 0.03 -0.1017
```
Forces are in eV/Å.

* calculated total energy: -2318.0392 a.u.
* net charge: +1
* HOMO level: -7.74 eV
* multiplicity: 1